DFT (ωB97M-V/def2-TZVPD) results for a structure of composition C29H43HoN3O7P2.

## Properties
Net charge: +1
Expectation value of S²: 6.044
Kohn-Sham gap (alpha / beta), eV: 5.24 / 4.94
Highest occupied orbital energy (alpha / beta), eV: -9.83 / -9.62
Spin multiplicity: 5

Geometry as XYZ:
```
85
C29H43HoN3O7P2 | OMol25 | ωB97M-V/def2-TZVPD
Ho -0.22345 0.41723 0.48827
C -0.66551 -2.96940 1.98297
C 0.64160 -3.04249 1.40466
C 0.76834 -1.72977 3.30257
C -0.56287 -2.21525 3.18383
C 1.51078 -2.24540 2.20458
C -1.91440 -3.59083 1.49535
H -1.85880 -3.85558 0.43577
H -2.76768 -2.90409 1.61465
H -2.15664 -4.50912 2.05448
C -1.63867 -2.01002 4.16485
H -2.42918 -2.75930 4.04025
H -2.09750 -1.01793 4.07278
H -1.24915 -2.08290 5.19174
C 1.31252 -0.93232 4.41274
H 1.70534 -1.57907 5.21149
H 0.54887 -0.29272 4.86761
H 2.14067 -0.29320 4.08563
C 2.95674 -2.03814 1.97362
H 3.56007 -2.84766 2.41303
H 3.28765 -1.09779 2.42943
H 3.19546 -1.98990 0.90539
C 1.04656 -3.85992 0.24521
H 1.58867 -4.76466 0.56876
H 1.71826 -3.30135 -0.42039
H 0.18366 -4.19249 -0.34357
C -1.31826 0.98510 -3.85828
C -1.69402 -0.31146 -4.01143
C -1.17450 -1.21311 -5.09237
C 0.34282 -1.13586 -5.42175
C 1.22933 -0.77923 -4.27558
C 1.68420 0.47377 -4.01609
C 1.07086 1.74594 -4.47311
C -0.44313 1.69972 -4.83411
H -1.69701 -0.98586 -6.03554
H 0.48472 -0.41808 -6.24644
H -1.45077 -2.24942 -4.85012
H -0.56193 1.25241 -5.83493
H -1.76582 1.61784 -3.08300
H -2.63313 -0.71050 -3.61866
H -0.77620 2.74665 -4.90939
H 1.26465 2.50947 -3.70014
H 2.66895 0.57954 -3.56104
H 1.57998 2.10754 -5.38273
H 0.63957 -2.13072 -5.78698
H 1.62554 -1.63981 -3.73312
P -1.72712 -0.84601 -1.27332
C -3.19148 0.25437 -1.46951
C -1.68663 -2.47558 -2.02641
P 1.97678 0.04831 -1.03780
C 0.15448 0.05152 -1.79735
C 3.03204 -1.25431 -1.71962
C 2.67376 1.72952 -1.33974
H -3.01646 1.24879 -1.01756
H -4.01779 -0.22008 -0.91651
H -3.51895 0.41144 -2.50331
H -1.19494 -2.43319 -3.00001
H -2.69739 -2.88993 -2.13858
H -1.10636 -3.15115 -1.38765
H 2.84471 1.97131 -2.39654
H 3.64666 1.76499 -0.82272
H 2.03142 2.51446 -0.90825
H -0.12342 1.08779 -2.07602
H 0.13294 -0.56796 -2.68488
H 3.77370 -1.54215 -0.96127
H 3.57072 -0.94887 -2.62294
H 2.42542 -2.14105 -1.94036
O -0.15360 7.09702 4.41529
N -0.51169 6.08766 5.04850
O -0.88275 6.12793 6.23567
C -0.51624 4.79704 4.39210
C -0.12490 4.73457 3.06033
C -0.21895 3.52978 2.34998
C -0.72641 2.34762 3.04458
O -0.77726 1.15803 2.52378
C -1.13433 2.50185 4.39519
C -0.96511 3.67588 5.09038
N -1.70148 1.32128 5.09440
O -2.78848 0.87683 4.69342
O -1.03402 0.84724 6.03511
N 0.19520 3.52100 0.99674
O 0.83234 4.45191 0.52041
O -0.15818 2.51009 0.19774
H 0.21872 5.62490 2.53948
H -1.21215 3.73727 6.14632
```

DFT (ωB97M-V/def2-TZVPD) results for the molecule C5H11N.

## Properties
Net charge: 0
Kohn-Sham gap, eV: 9.54
Highest occupied orbital energy, eV: -8.61

Geometry as XYZ:
```
17
C5H11N | OMol25 | ωB97M-V/def2-TZVPD
C -0.48472 0.99732 1.32203
C -0.58550 -0.57170 1.06508
C -0.15912 -1.27407 -0.12883
C 0.34977 -0.51110 -2.47577
C -0.27196 -0.36246 -1.31094
N 0.95864 1.53995 1.00458
H -0.77611 1.13969 2.34288
H -1.33509 1.60603 0.80967
H -0.35334 -0.93598 2.05659
H -1.66454 -0.75463 1.08501
H -0.49900 -2.20702 -0.39815
H 0.93059 -1.51703 0.07225
H 1.05051 0.30066 -2.63801
H 0.60656 -1.39931 -2.99343
H -0.52945 0.69551 -1.03939
H 1.20773 1.89603 1.91354
H 1.56090 0.72850 0.92752
```

DFT (ωB97M-V/def2-TZVPD) results for the ion C3H2NO2Se with charge -1.

## Properties
Net charge: -1
Kohn-Sham gap, eV: 7.51
Highest occupied orbital energy, eV: -4.99

Geometry as XYZ:
```
9
C3H2NO2Se | OMol25 | ωB97M-V/def2-TZVPD
C 1.51080 -0.54686 1.01739
C 1.88301 1.72094 -0.00303
C 1.16211 0.37408 0.07939
N 1.78539 -1.24014 1.93557
O 1.44485 2.66870 0.60982
O 2.86669 1.59588 -0.75887
Se -1.13148 1.12136 0.50573
H 0.84138 -0.23207 -0.82942
H -0.09477 2.01225 0.23964
```

DFT (ωB97M-V/def2-TZVPD) results for a cluster of 2 separate species, C2H4Br2 in total.

## Properties
Net charge: 0
Kohn-Sham gap, eV: 9.73
Highest occupied orbital energy, eV: -9.43

Geometry as XYZ:
```
8
C2H4Br2 | OMol25 | ωB97M-V/def2-TZVPD
C -0.31528 0.78614 1.74478
C -0.11743 0.00120 0.62313
Br 0.03340 -1.87225 0.76871
Br 0.31367 -0.64099 -2.99439
H 1.13171 -0.98369 -4.24483
H -0.42195 0.36649 2.69044
H -0.50252 1.85774 1.82635
H -0.12160 0.48537 -0.41420
```